{
  "formula": "C3H12N2S2",
  "method": "the ωB97M-V functional and the def2-TZVPD basis",
  "de_lowest_ev": 0.328,
  "orbital_gap_ev": 9.7575,
  "smiles": "CNCN.CSS",
  "lumo_energy_ev": 0.638,
  "symbols": ["C", "N", "C", "N", "H", "H", "H", "H", "H", "H", "H", "H", "C", "S", "S", "H", "H", "H", "H"],
  "positions_angstrom": [[-0.27775, -0.78733, 2.04731], [-1.10974, 0.38188, 2.25470], [-1.76304, 0.89391, 1.04996], [-0.91296, 1.72693, 0.21683], [0.17099, -1.08406, 2.99370], [-0.76393, -1.66843, 1.60492], [0.54609, -0.50975, 1.38431], [-1.83153, 0.15842, 2.92764], [-2.60821, 1.50050, 1.36956], [-2.13222, 0.08396, 0.40840], [-0.51570, 2.47888, 0.74639], [-0.13135, 1.15833, -0.11748], [1.38342, -1.29548, -1.72808], [0.65219, 0.12431, -2.60905], [1.94811, 0.30419, -4.18728], [1.57712, -2.09404, -2.43803], [0.66431, -1.61053, -0.97452], [2.31805, -0.99476, -1.26181], [2.78615, 1.23304, -3.68747]],
  "atomic_forces_ev_per_a": [[0.474, 0.167, -0.166], [-0.489, -0.121, 0.078], [0.351, 0.266, -0.063], [0.118, -0.944, -0.359], [0.003, -0.042, 0.022], [-0.246, 0.096, -0.003], [0.051, -0.072, 0.029], [0.026, 0.039, 0.121], [-0.113, -0.059, 0.026], [-0.089, -0.041, 0.012], [0.143, 0.352, 0.387], [-0.242, 0.406, -0.062], [0.079, 0.356, -0.232], [0.127, -0.247, 0.002], [-0.015, 0.128, -0.014], [-0.102, -0.102, 0.050], [-0.020, -0.054, 0.023], [-0.003, -0.034, 0.109], [-0.052, -0.096, 0.040]]
}



{
  "formula": "C5H12NO",
  "method": "the ωB97M-V functional and the def2-TZVPD basis",
  "de_lowest_ev": 1.615,
  "charge": 1,
  "orbital_gap_ev": 10.6505,
  "smiles": "[NH3+]/C=C\\CCCO",
  "lumo_energy_ev": -3.447,
  "symbols": ["N", "C", "C", "C", "C", "C", "O", "H", "H", "H", "H", "H", "H", "H", "H", "H", "H", "H", "H"],
  "positions_angstrom": [[-0.56958, 0.17276, 1.77378], [-1.70796, 0.57104, 0.84177], [-1.77502, 0.02383, -0.36326], [-0.66503, -0.25878, -1.33849], [0.70764, 0.42607, -1.15737], [1.82792, -0.31327, -0.45613], [1.30725, -0.95075, 0.72456], [0.37509, 0.31188, 1.38713], [-0.62423, 0.58299, 2.70086], [-0.71973, -0.83460, 1.95621], [-2.32979, 1.30583, 1.30246], [-2.80450, 0.03138, -0.72015], [-0.50792, -1.29463, -1.59003], [-1.10075, 0.24462, -2.22738], [1.05355, 0.56151, -2.15647], [0.56373, 1.40229, -0.70830], [2.32798, -1.06178, -1.05617], [2.57854, 0.40834, -0.12885], [2.06281, -1.32873, 1.21581]],
  "atomic_forces_ev_per_a": [[-1.288, 0.349, 0.142], [1.330, -0.624, 0.925], [-0.378, 0.764, 0.430], [-0.080, 0.258, -0.390], [-0.465, -0.495, 0.466], [0.075, 0.062, 0.564], [1.267, -0.608, 0.225], [-0.080, -0.590, 0.157], [-0.225, 0.600, -0.026], [0.592, 0.534, -0.420], [-0.993, -0.363, 0.225], [0.320, 0.394, -0.633], [-0.253, -0.515, -0.124], [0.300, -0.577, 0.192], [0.370, 0.488, -0.750], [-0.002, 0.333, 0.028], [-0.123, -0.159, -0.416], [0.127, 0.057, -0.251], [-0.494, 0.091, -0.344]]
}